This record from the OMol25 dataset describes a molecular structure, C13H21N6O6P2SSeV. The level of theory is the ωB97M-V functional and the def2-TZVPD basis.

Geometry as XYZ:
```
51
Properties=species:S:1:pos:R:3:forces:R:3
V 0.254343 0.397777 0.524696 1.00 -2.74 -0.27
C -1.395782 2.094704 -4.983148 0.23 -0.14 0.05
C -0.142438 1.280057 -4.666465 0.06 0.34 -0.18
N -0.392775 0.333276 -3.603694 -0.32 0.40 0.59
C -0.426445 0.697953 -2.317178 -0.70 -1.71 0.15
S -1.175968 -0.396942 -1.174205 -0.68 0.42 -0.08
N 0.056066 1.833172 -1.879936 1.12 1.66 -0.70
N 0.003577 1.854732 -0.547012 -1.24 3.43 -1.37
C -0.155898 2.958058 0.160401 0.71 0.06 -1.84
C 0.097803 4.313635 -0.421402 -0.19 -0.28 0.11
C -0.710390 2.670261 1.444037 -0.73 -0.29 1.49
C -1.112139 3.579654 2.432653 0.36 -0.21 -0.80
C -1.812092 3.119346 3.524667 -0.10 -0.76 0.10
C -2.098652 1.753936 3.631725 0.00 0.46 0.03
C -1.627030 0.898219 2.657167 -0.04 -0.32 0.10
N -0.938452 1.332817 1.607983 -2.01 1.89 2.09
H -1.182161 2.846067 -5.739000 -0.03 0.06 -0.10
H -1.739666 2.594165 -4.079685 -0.05 0.08 0.04
H -2.190707 1.444188 -5.341635 -0.08 0.00 -0.06
H 0.657928 1.942313 -4.331482 0.02 -0.10 -0.14
H 0.194377 0.716195 -5.539010 0.05 0.10 0.08
H -0.932394 -0.491968 -3.830415 0.23 -0.25 0.15
H -0.213507 4.325076 -1.467570 0.03 -0.02 0.09
H 1.168333 4.527099 -0.387288 0.01 0.02 -0.02
H -0.425911 5.087932 0.130557 -0.04 0.07 0.01
H -0.862324 4.622178 2.326619 -0.03 0.13 -0.03
H -2.133642 3.798875 4.297695 -0.03 0.09 0.05
H -2.660455 1.369069 4.467593 -0.03 -0.06 0.02
H -1.777068 -0.180335 2.691301 -0.01 0.22 0.13
N 4.424854 -0.974558 0.350025 0.22 -0.01 -0.27
C 3.192637 -0.743765 1.137362 -1.02 0.53 0.26
C 3.308937 -1.365518 2.501773 0.05 -0.24 0.51
P 1.899769 -1.657856 0.196552 2.07 -1.88 -1.95
O 1.961838 -0.748904 -1.159720 0.20 0.34 1.63
O 2.489174 -2.989167 -0.026144 0.18 0.09 0.56
O 0.562038 -1.448526 0.856160 -0.46 -0.35 1.20
P 2.940116 1.063034 1.340212 2.24 0.11 -0.79
O 2.943209 1.509041 -0.241417 -0.08 -0.12 0.69
O 4.128373 1.631523 2.001369 0.00 0.06 0.16
O 1.558340 1.257020 1.882479 -0.81 -0.43 -0.13
H 4.459091 -1.996318 0.168640 0.10 0.22 -0.07
H 5.247639 -0.614391 0.849953 -0.15 -0.12 -0.20
H 4.297921 -0.478281 -0.543748 0.24 -0.17 0.05
H 3.494682 -2.439401 2.430077 -0.03 0.03 0.00
H 2.356602 -1.217836 3.014330 0.12 -0.07 0.11
H 4.095406 -0.883926 3.084101 0.00 0.00 0.06
H 1.650608 -1.317036 -1.888330 -0.84 -0.58 -0.69
H 3.461000 2.314740 -0.300976 0.21 0.35 -0.16
Se -0.074730 -2.998916 -2.292790 -0.39 0.38 0.05
C 0.760240 -3.745876 -3.693709 0.48 -0.63 -0.26
N 1.322459 -4.247616 -4.569481 0.19 -0.07 -0.48
```
Positions in Å, forces in eV/Å.

## Properties
* total energy: -5714.490318 Ha
* strongest force on any atom: 3.895 eV Å⁻¹
* expectation value of S²: 2.030
* E_LUMO (alpha / beta): -1.46 / -2.12 eV
* HOMO energy (alpha / beta): -0.2289 / -0.2289 Eh
* spin multiplicity: 3
* relative energy (zero: lowest compared OMol25 entry of this formula, charge and spin): 4.355 eV



This record from the OMol25 dataset describes a single C4H6O3S molecule. The level of theory is the ωB97M-V functional and the def2-TZVPD basis.

Geometry as XYZ:
```
14
Properties=species:S:1:pos:R:3:forces:R:3
C 0.590903 -1.099270 -0.384182 3.40 -0.11 -1.02
C 1.722345 -0.078179 1.348268 0.02 0.77 -0.62
C -0.631630 -0.438901 -0.056801 -0.55 0.87 -0.51
C -1.635709 -0.222559 -1.234591 -0.53 0.34 -2.47
O 1.339370 -1.485634 -1.209631 -2.22 0.53 1.77
O 0.972781 1.867157 -0.383656 0.56 0.41 -0.60
O -0.334127 1.643996 1.772276 1.23 -0.39 -1.61
S 0.552178 1.102898 0.732708 -2.55 -1.85 3.26
H 1.622924 -0.428576 2.460868 -0.03 1.02 -2.32
H 2.723710 0.396744 1.023970 -1.37 -1.31 0.62
H -1.074915 -0.832599 0.874934 0.31 0.37 -0.42
H -1.196582 -0.033277 -2.306594 0.07 -0.59 2.24
H -2.299705 0.683006 -1.203786 0.74 -0.69 0.98
H -2.351542 -1.074807 -1.433781 0.92 0.63 0.70
```
Positions in Å, forces in eV/Å.

## Properties
* total energy: -779.764929 Ha
* strongest force on any atom: 4.535 eV Å⁻¹
* E_LUMO: -0.16 eV
* HOMO energy: -0.3403 Eh
* relative energy (zero: lowest compared OMol25 entry of this formula, charge and spin): 4.499 eV



total energy of number 1 (C13H21N6O6P2SSeV)?
-5714.490318 Ha